14
Properties=species:S:1:pos:R:3 method="wB97M-V/def2-TZVPD" relative_energy_kj_mol=447.91 multiplicity=1 e_homo_ev="-7.66 / -7.57" orbital_gap_ev="8.3 / 8.1" total_charge=0 lumo_energy_ev="0.629 / 0.512"
C 2.07 -0.02 -0.69
N 1.70 -0.77 0.47
C 0.80 -0.90 1.26
C -1.04 1.35 0.22
O -1.54 0.46 -0.59
C -2.07 -0.69 -0.32
O 0.00 -1.11 2.10
H 1.44 0.86 -0.81
H 3.12 0.28 -0.61
H 1.98 -0.65 -1.59
H -0.77 2.28 -0.26
H -1.16 1.21 1.29
H -2.36 -1.27 -1.18
H -2.15 -1.02 0.71

64
Properties=species:S:1:pos:R:3 method="wB97M-V/def2-TZVPD" relative_energy_kj_mol=222.47 multiplicity=2 e_homo_ev="-6.29 / -6.91" orbital_gap_ev="5.9 / 6.0" total_charge=0 s2=0.85 lumo_energy_ev="-0.376 / -0.909"
Ir -0.93 0.14 0.66
O -1.47 -4.42 0.37
C -0.17 -4.69 0.16
C 0.21 -6.04 0.19
C 1.53 -6.40 0.00
C 2.50 -5.43 -0.23
C 2.14 -4.10 -0.26
C 0.81 -3.71 -0.07
C 0.45 -2.27 -0.12
O -0.77 -1.94 0.16
N 1.39 -1.40 -0.44
N 0.89 -0.15 -0.35
C 1.59 0.91 -0.56
C 0.89 2.17 -0.39
C 1.53 3.41 -0.50
C 0.80 4.56 -0.33
C -0.57 4.47 -0.08
C -1.14 3.22 0.02
N -0.43 2.09 -0.12
H -1.56 -3.45 0.38
H -0.56 -6.78 0.36
H 1.80 -7.44 0.03
H 3.54 -5.71 -0.37
H 2.87 -3.32 -0.43
H 2.64 0.87 -0.83
H 2.59 3.43 -0.71
H 1.29 5.53 -0.39
H -1.18 5.35 0.03
H -2.20 3.10 0.22
C -0.33 0.34 2.25
Ge 0.01 0.02 4.15
C -1.40 1.00 5.07
C -2.38 1.73 4.38
C -3.37 2.42 5.07
C -3.39 2.39 6.46
C -2.43 1.68 7.15
C -1.44 0.99 6.46
C -0.23 -1.87 4.43
C -1.42 -2.41 3.94
C -1.71 -3.76 4.11
C -0.81 -4.58 4.77
C 0.38 -4.06 5.26
C 0.67 -2.71 5.08
C 1.67 0.89 4.67
C 2.72 0.34 5.40
C 3.84 1.09 5.74
C 3.93 2.42 5.34
C 2.90 2.99 4.61
C 1.78 2.23 4.28
H -2.37 1.74 3.29
H -4.12 2.97 4.52
H -4.16 2.93 7.00
H -2.44 1.66 8.24
H -0.69 0.44 7.02
H -2.13 -1.78 3.42
H -2.63 -4.17 3.71
H -1.03 -5.63 4.90
H 1.09 -4.70 5.76
H 1.61 -2.33 5.46
H 2.68 -0.70 5.72
H 4.64 0.64 6.31
H 4.80 3.00 5.61
H 2.96 4.02 4.30
H 0.99 2.69 3.70

51
Properties=species:S:1:pos:R:3 method="wB97M-V/def2-TZVPD" multiplicity=5 e_homo_ev="-7.03 / -8.37" orbital_gap_ev="6.1 / 6.5" total_charge=0 s2=6.06 lumo_energy_ev="-0.959 / -1.892"
Ru -0.55 -0.68 0.83
O 1.08 -4.38 0.30
C 0.50 -3.36 0.65
N 0.32 -2.21 -0.04
C 0.70 -2.03 -1.39
C 1.42 -2.96 -2.14
C 1.66 -2.72 -3.49
C 1.16 -1.58 -4.10
C 0.46 -0.65 -3.35
C 0.26 -0.85 -2.00
N -0.46 0.10 -1.15
C -0.99 2.43 -0.37
O -1.37 3.45 -0.89
C -1.33 2.30 1.13
C -1.76 3.47 1.73
C -2.02 3.48 3.09
C -1.81 2.32 3.81
C -1.40 1.19 3.13
N -1.19 1.16 1.81
C -0.15 -3.34 2.01
C -0.14 -4.50 2.76
C -0.81 -4.52 3.97
C -1.48 -3.38 4.38
C -1.42 -2.26 3.58
N -0.75 -2.21 2.42
H 1.78 -3.86 -1.68
H 2.23 -3.44 -4.06
H 1.32 -1.40 -5.15
H 0.06 0.22 -3.85
H -1.88 4.35 1.12
H -2.36 4.39 3.57
H -1.96 2.27 4.88
H -1.18 0.28 3.66
H 0.39 -5.35 2.36
H -0.82 -5.42 4.58
H -2.04 -3.35 5.30
H -1.97 -1.37 3.88
S 1.70 0.66 0.78
C 1.37 1.61 -0.60
C 2.31 2.44 -1.18
C 2.10 3.09 -2.39
C 3.12 3.92 -2.94
N 3.94 4.59 -3.38
C 0.87 2.86 -3.11
C -0.11 2.11 -2.58
C -0.03 1.52 -1.20
S -2.19 -0.19 -1.01
C 0.68 3.41 -4.42
N 0.54 3.84 -5.48
H 3.27 2.55 -0.69
H -1.05 1.97 -3.11

62
Properties=species:S:1:pos:R:3 method="wB97M-V/def2-TZVPD" relative_energy_kj_mol=2250.58 multiplicity=1 e_homo_ev=-8.94 orbital_gap_ev=9.1 total_charge=0 lumo_energy_ev=0.206
C 5.43 1.17 2.33
H 5.02 1.92 2.82
C 4.67 0.02 2.09
H 3.60 0.15 1.65
C 5.20 -1.35 1.13
C 5.08 -1.03 -0.18
O 3.76 -1.35 -0.60
C 2.90 -0.24 -1.08
C 1.61 -0.70 -1.46
C 0.66 0.10 -1.62
C 0.74 1.72 -1.44
C 1.94 2.08 -1.16
C 3.12 0.93 -0.93
H 4.06 1.62 -0.47
H 2.19 3.02 -1.05
C -0.42 2.44 -1.57
N -1.46 1.90 -0.86
C -1.87 2.58 0.34
O -1.22 3.76 0.62
C -2.93 1.92 1.16
C -2.41 0.47 1.36
N -3.42 -0.50 1.33
S -3.08 -1.31 -0.20
O -4.33 -2.11 -0.37
O -2.56 -0.41 -1.55
C -1.68 -2.56 0.19
C -1.44 -3.64 -1.01
C -0.32 -4.32 -0.74
H -0.23 -5.11 -1.48
H -0.63 -5.18 0.17
H 0.57 -3.87 -0.46
H -2.40 -3.99 -1.43
H -1.12 -2.77 -1.81
H -2.17 -3.29 1.02
H -0.93 -2.07 0.51
C -4.61 -0.16 1.66
C -5.20 0.99 0.96
C -4.21 1.73 0.53
H -4.61 2.74 0.01
H -4.16 1.27 -0.55
H -5.40 1.53 2.15
H -6.28 0.88 0.80
H -4.74 -0.45 2.75
H -5.28 -1.35 1.28
H -2.25 0.52 2.45
H -1.29 0.18 0.90
H -3.02 2.35 1.98
H -1.79 1.03 -1.13
C -0.70 2.61 -3.28
H 0.00 2.87 -3.72
H -1.50 3.29 -3.38
H -1.04 1.58 -3.55
H 0.11 3.53 -1.44
H -0.27 -0.33 -1.82
H 1.65 -1.86 -1.37
H 5.51 0.16 -0.28
H 5.78 -1.72 -0.79
H 4.59 -2.12 1.53
H 6.25 -1.18 1.61
H 4.47 -0.48 3.41
H 6.38 0.86 2.65
H 5.67 1.58 1.36